{
  "formula": "C62H52N7O6S5Ti",
  "method": "the ωB97M-V functional and the def2-TZVPD basis",
  "total_charge": 1,
  "fmax_ev_per_a": 2.63,
  "homo_energy_ha": -0.3388,
  "lumo_energy_ha": -0.159,
  "homo_lumo_gap_ev": 4.883,
  "symbols": ["O", "C", "O", "C", "C", "C", "C", "C", "H", "C", "H", "H", "C", "H", "C", "S", "H", "H", "C", "N", "H", "C", "C", "C", "C", "C", "H", "N", "H", "H", "C", "C", "C", "H", "O", "H", "S", "C", "C", "N", "H", "H", "N", "C", "S", "H", "H", "H", "C", "S", "H", "H", "C", "C", "O", "C", "H", "H", "C", "Ti", "H", "C", "C", "C", "C", "C", "H", "H", "H", "C", "C", "H", "H", "H", "H", "H", "C", "O", "H", "C", "C", "H", "H", "C", "C", "C", "H", "C", "C", "C", "C", "H", "H", "H", "C", "H", "C", "C", "H", "C", "H", "H", "C", "N", "C", "C", "C", "H", "H", "H", "C", "C", "H", "H", "C", "C", "H", "C", "H", "C", "H", "N", "H", "C", "H", "C", "S", "N", "H", "C", "C", "O", "C"],
  "positions_angstrom": [[-5.022, 6.940, -5.045], [3.337, 4.510, 2.494], [0.124, 1.913, 0.628], [-1.626, 4.646, -0.625], [0.337, 2.086, -2.163], [1.030, -1.027, -4.993], [1.627, 4.459, 5.306], [1.641, 2.766, 3.024], [4.895, 5.882, 2.033], [-4.218, 3.689, -0.947], [-1.589, -3.412, 4.702], [1.619, -0.902, -5.890], [-0.569, 4.850, -5.495], [-1.868, -0.823, 9.395], [-1.091, 5.781, -6.389], [-1.124, 2.524, 1.234], [5.373, 2.438, -0.285], [5.694, -1.202, -1.175], [-4.484, -2.392, 1.414], [-2.792, 4.490, -4.760], [4.439, -1.605, 0.023], [-1.551, 0.718, 7.030], [-0.739, -0.209, 7.682], [-3.318, 2.980, -0.189], [-0.266, 6.470, 5.638], [5.669, 3.918, 2.432], [4.506, 0.139, 3.257], [4.858, 0.428, -0.163], [0.761, 6.933, 7.441], [6.180, 1.389, -1.474], [0.129, -2.513, 1.534], [-1.391, 0.966, 5.683], [-0.304, -1.415, -5.085], [2.167, -0.580, 3.390], [-5.384, 5.566, -7.074], [-1.916, -3.806, -1.549], [-0.338, 0.946, 3.262], [-0.429, 0.280, 4.947], [5.827, 1.463, -0.442], [-0.630, -1.496, -0.299], [-0.135, -1.140, 9.517], [-3.596, 2.054, 0.298], [2.515, 0.915, 0.341], [2.990, 3.180, 2.817], [1.729, -1.942, 1.156], [2.396, 5.106, 7.175], [-2.067, -1.938, -4.043], [6.148, 1.886, 2.872], [0.357, -0.676, 5.568], [-0.005, -3.491, 2.975], [-2.949, -5.174, 3.586], [-2.309, 1.250, 7.585], [0.545, 3.752, 3.177], [-1.169, -1.816, -1.454], [-5.497, 4.550, -4.854], [0.834, -0.901, -2.582], [-4.526, 6.677, -2.544], [6.695, 4.218, 2.282], [2.406, 0.465, 3.274], [0.593, -0.016, 0.068], [-1.413, -1.817, 3.923], [-1.155, 3.188, -3.669], [-1.407, 5.745, 3.589], [0.121, 3.051, -3.124], [3.707, 0.862, 3.171], [-1.493, 4.205, -4.671], [-2.581, 0.700, -1.866], [-2.008, 1.697, 5.182], [-0.761, 0.505, 9.695], [-3.350, -2.135, 2.165], [-4.525, -4.646, 2.238], [-1.004, 7.250, 5.751], [-5.960, -3.846, 0.867], [0.934, 3.691, -3.430], [0.486, 4.629, -5.473], [2.627, -0.492, -3.656], [4.028, 2.213, 2.922], [1.374, -0.563, -1.432], [1.078, -1.256, 5.016], [-3.385, -4.396, 2.977], [-2.305, -2.788, -1.490], [-4.928, -1.612, 0.812], [6.678, 1.359, 0.233], [5.367, 2.623, 2.749], [4.642, 4.865, 2.291], [-3.176, 5.339, -5.681], [-2.955, -2.620, -2.344], [-2.543, 5.347, -1.386], [-1.046, -1.609, -3.942], [-2.790, -3.140, 2.946], [-0.345, 5.629, 4.509], [2.553, 5.244, 2.395], [0.826, -1.646, 7.401], [-4.993, -5.618, 2.287], [-5.072, -3.648, 1.448], [1.320, 1.966, -1.714], [5.289, -0.956, -0.191], [-0.509, -1.386, -2.664], [-2.135, 6.532, 3.718], [3.628, 0.699, 0.086], [-2.882, -2.703, -0.570], [-0.446, 6.346, -7.050], [-1.540, 4.840, 2.578], [-2.387, 6.004, -6.498], [-1.830, 1.385, -2.244], [1.390, 1.430, 3.225], [1.592, -0.790, -3.758], [-2.400, 4.875, 1.927], [-3.148, 2.422, -3.601], [-5.784, 5.787, -1.656], [0.198, -0.907, 6.925], [-4.877, 5.694, -2.250], [-0.751, -1.593, -6.051], [-0.622, 5.019, -0.479], [-0.569, 3.843, 2.361], [1.647, 5.260, 6.414], [2.366, 3.680, 5.202], [-0.878, -0.435, 9.154], [-2.888, -1.155, 2.144], [0.709, 6.289, 6.577], [-2.253, 6.276, -1.851], [-0.894, -2.295, 0.779], [6.060, -1.117, 0.566], [0.635, 4.620, 4.312], [-5.224, 3.329, -1.084], [-1.567, -2.880, 3.750], [-5.004, 5.639, -5.690], [-0.610, 1.257, -1.719], [-5.168, 5.167, -3.173], [-2.023, 3.469, -0.003], [-2.148, 2.322, -3.208], [-0.357, -0.126, 2.202], [-3.862, 4.910, -1.531]]
}